{
  "formula": "C56H69BF5N9OS2",
  "method": "ωB97M-V/def2-TZVPD",
  "species": ["C", "C", "S", "C", "N", "C", "C", "C", "C", "F", "C", "C", "C", "B", "C", "O", "C", "C", "S", "C", "C", "C", "C", "C", "F", "F", "F", "C", "C", "C", "C", "C", "F", "C", "H", "H", "H", "H", "H", "H", "H", "H", "H", "H", "H", "H", "H", "H", "H", "H", "H", "H", "H", "H", "H", "H", "H", "H", "H", "H", "H", "H", "H", "C", "C", "C", "N", "C", "H", "H", "H", "H", "H", "C", "C", "C", "N", "C", "H", "H", "H", "H", "H", "C", "C", "C", "N", "C", "H", "H", "H", "H", "H", "C", "C", "C", "N", "C", "H", "H", "H", "H", "H", "C", "C", "C", "N", "C", "H", "H", "H", "H", "H", "C", "C", "C", "N", "C", "H", "H", "H", "H", "H", "C", "C", "C", "N", "C", "H", "H", "H", "H", "H", "C", "C", "C", "N", "C", "H", "H", "H", "H", "H"],
  "positions_angstrom": [[-0.4377, -2.0179, 5.4839], [-1.2536, -3.2538, 4.9272], [-1.2540, -3.2533, 3.0624], [-2.7592, -2.2496, 2.6960], [-2.9611, -1.9171, 1.2485], [-3.0152, -0.4675, 1.1477], [-4.3361, 0.1436, 1.4112], [-4.5435, 1.5855, 1.3929], [-5.9884, 2.0943, 1.7360], [-6.8853, 1.0748, 1.2547], [-6.2175, 2.1062, 3.3100], [-5.5323, 3.3139, 4.0427], [-3.4140, 2.5095, 1.0802], [-3.4588, 4.1127, 1.0324], [-2.0185, 4.9011, 1.1587], [-4.6282, 4.8935, 0.8957], [-2.0976, 1.8838, 0.8136], [-1.9021, 0.4361, 0.8562], [-0.2570, -0.3126, 0.5810], [-0.6962, -1.9601, -0.0378], [0.2672, -2.6104, -0.9262], [1.6041, -1.9630, -1.3839], [2.7928, -2.9962, -1.5916], [4.1515, -2.4774, -0.9862], [4.1378, -2.7779, 0.3591], [4.3525, -1.1378, -1.2188], [5.1569, -3.2532, -1.5406], [-0.0530, -3.9553, -1.4368], [-1.3105, -4.5685, -1.0210], [-2.2765, -3.8935, -0.1399], [-3.5953, -4.6639, 0.1858], [-3.7321, -5.1635, 1.6671], [-3.6925, -5.8332, -0.6439], [-1.9762, -2.5292, 0.3711], [0.2646, -1.6950, 4.6612], [0.1777, -2.2882, 6.3786], [-1.0854, -1.1300, 5.7360], [-0.9595, -4.2423, 5.3512], [-2.3351, -3.0781, 5.2097], [-2.6248, -1.2657, 3.2371], [-3.6743, -2.7203, 3.1606], [-5.1858, -0.5339, 1.6639], [-6.2682, 3.0544, 1.2422], [-7.3210, 2.1886, 3.5137], [-5.8361, 1.1696, 3.7993], [-5.5140, 4.2693, 3.4573], [-6.1130, 3.5264, 4.9885], [-4.4941, 3.0521, 4.4028], [-1.4592, 4.6280, 0.2094], [-1.4351, 4.4851, 2.0223], [-2.1522, 6.0102, 1.1826], [-4.5745, 5.5108, 0.1476], [-1.1867, 2.4891, 0.5684], [1.4037, -1.5273, -2.4083], [1.9193, -1.0827, -0.7573], [2.6008, -4.0040, -1.1513], [2.9840, -3.1009, -2.6970], [0.6638, -4.4605, -2.1295], [-1.5265, -5.5817, -1.4440], [-4.4498, -4.0030, -0.1392], [-4.2860, -6.1464, 1.7089], [-2.7422, -5.3574, 2.1576], [-4.3486, -4.4034, 2.2151], [-2.1127, -5.1926, -6.3039], [-3.2967, -4.4229, -6.1706], [-3.8438, -4.7232, -4.9499], [-3.0389, -5.6482, -4.3423], [-1.9786, -5.9357, -5.1586], [-1.4353, -5.2000, -7.1437], [-3.7009, -3.7272, -6.8882], [-4.7346, -4.3608, -4.4626], [-3.2011, -6.0531, -3.4353], [-1.2234, -6.6433, -4.8554], [-6.2655, -5.3071, -10.1139], [-5.4364, -5.0054, -9.0020], [-4.8038, -6.1661, -8.6365], [-5.2232, -7.1575, -9.4825], [-6.1101, -6.6409, -10.3890], [-6.9029, -4.6228, -10.6518], [-5.3173, -4.0458, -8.5250], [-4.0957, -6.3724, -7.8503], [-4.9252, -8.1164, -9.4444], [-6.5530, -7.2661, -11.1477], [1.0450, 5.5760, -2.5947], [-0.3266, 5.3218, -2.8561], [-0.6194, 4.0871, -2.3365], [0.5242, 3.5840, -1.7759], [1.5417, 4.4884, -1.9245], [1.6040, 6.4576, -2.8667], [-1.0203, 5.9714, -3.3668], [-1.5390, 3.5232, -2.3180], [0.6035, 2.6885, -1.3236], [2.5283, 4.2784, -1.5430], [1.7387, 1.7176, -3.9966], [1.2868, 1.9462, -5.3217], [1.8393, 0.9727, -6.1154], [2.6104, 0.1668, -5.3202], [2.5495, 0.6137, -4.0271], [1.4959, 2.2951, -3.1153], [0.6302, 2.7346, -5.6552], [1.7511, 0.7840, -7.1733], [3.1374, -0.6284, -5.6364], [3.0877, 0.1092, -3.2398], [-0.9488, 4.6631, 6.4929], [-1.3281, 6.0273, 6.4692], [-2.1843, 6.1939, 5.4124], [-2.3361, 4.9820, 4.7900], [-1.5870, 4.0438, 5.4506], [-0.2837, 4.1878, 7.1952], [-1.0097, 6.8007, 7.1506], [-2.6976, 7.0690, 5.0474], [-2.9048, 4.8059, 3.9797], [-1.5727, 3.0170, 5.1198], [2.6051, 0.6896, 6.7676], [3.3200, 1.8040, 7.2770], [2.4283, 2.5773, 7.9744], [1.2011, 1.9752, 7.9022], [1.3019, 0.8213, 7.1724], [3.0017, -0.1180, 6.1723], [4.3700, 2.0146, 7.1472], [2.5598, 3.5019, 8.5133], [0.3569, 2.3254, 8.3205], [0.4395, 0.1968, 7.0040], [6.5820, 3.4384, -0.4161], [5.7685, 2.5074, -1.1123], [6.0720, 1.2597, -0.6316], [7.0416, 1.4004, 0.3253], [7.3541, 2.7274, 0.4657], [6.5984, 4.5093, -0.5464], [5.0415, 2.7276, -1.8793], [5.6836, 0.2867, -0.8881], [7.4582, 0.6471, 0.8442], [8.0972, 3.0482, 1.1781], [11.5214, 0.4715, 0.9450], [10.5013, 1.3925, 0.5914], [11.1052, 2.5997, 0.3528], [12.4501, 2.4446, 0.5533], [12.7126, 1.1490, 0.9095], [11.3959, -0.5702, 1.1959], [9.4481, 1.1927, 0.5192], [10.6955, 3.5531, 0.0596], [13.1388, 3.1697, 0.4535], [13.7212, 0.8233, 1.1073]],
  "atomic_forces_ev_per_a": [[0.5, -0.1, -0.5], [-1.3, 1.5, 0.3], [0.0, -0.3, 0.4], [-0.4, 0.9, 1.7], [1.9, 0.8, 0.1], [-1.6, 2.9, -0.2], [1.7, 0.9, -0.3], [1.5, -0.3, -0.5], [0.4, -1.4, 1.0], [0.6, 1.0, 0.2], [0.0, 0.9, -0.1], [0.1, -0.1, 0.8], [0.1, -2.3, 0.3], [0.9, 0.8, 0.1], [-0.7, -0.8, -0.8], [0.5, -1.3, -0.6], [-1.3, -1.4, 0.4], [-1.6, -0.3, 0.2], [-1.1, 0.1, 0.0], [-0.5, -0.5, -0.4], [-1.2, -1.6, 0.2], [-0.3, 0.2, -0.6], [0.5, 1.1, -0.3], [-1.7, -2.1, -0.4], [0.6, 1.2, -1.3], [0.1, -2.1, 0.6], [-0.6, 1.7, 0.7], [-1.6, 1.8, 1.9], [0.6, 1.4, 0.2], [1.8, 0.3, -0.9], [0.0, 0.2, 0.1], [-0.4, -0.2, -0.2], [0.3, 1.0, 0.4], [1.1, -2.8, -2.0], [-0.6, -0.2, 1.0], [-0.6, 0.2, -0.7], [0.5, -1.1, -0.3], [0.0, 0.8, -0.7], [1.1, -0.5, -0.2], [-0.1, -1.1, -0.5], [0.9, 0.3, -0.7], [0.8, 0.7, -0.4], [0.4, -0.8, 0.5], [1.0, -0.2, -0.5], [-0.5, 0.7, -0.8], [0.0, -0.9, 0.3], [0.6, -0.2, -1.0], [-1.0, 0.3, -0.6], [-0.3, 0.5, 1.0], [-0.4, 0.7, -0.7], [0.3, -0.9, 0.2], [0.1, 0.1, 0.7], [-1.1, -0.5, 0.3], [0.1, -0.3, 1.1], [-0.4, -1.1, -0.4], [0.2, 0.9, -0.3], [-0.2, -0.1, 1.1], [-0.9, 0.4, 0.7], [0.0, 1.1, 0.7], [0.7, -0.7, 0.6], [0.4, 1.1, -0.4], [-1.0, 0.5, -0.5], [0.8, -0.8, -0.3], [0.2, -0.1, 0.0], [-0.1, 0.1, 0.1], [0.0, 0.0, 0.1], [0.0, 0.0, 0.0], [0.0, -0.1, 0.1], [0.0, 0.0, 0.0], [0.0, 0.0, 0.1], [0.0, 0.0, -0.1], [0.0, 0.1, 0.0], [0.0, 0.0, 0.0], [-0.1, -0.1, -0.1], [0.1, -0.1, 0.1], [0.0, -0.1, 0.1], [0.0, 0.1, 0.0], [-0.1, -0.1, 0.0], [0.0, 0.0, 0.0], [0.0, -0.1, 0.0], [-0.1, 0.1, 0.0], [0.0, 0.1, 0.0], [0.0, 0.1, 0.0], [0.1, 0.0, 0.1], [-0.1, -0.1, 0.0], [-0.1, -0.1, 0.0], [-0.2, 0.4, 0.4], [0.0, 0.0, 0.1], [0.0, -0.1, 0.0], [0.0, 0.0, 0.0], [0.0, 0.0, -0.1], [0.0, 0.1, 0.0], [0.0, 0.0, 0.0], [0.1, -0.1, 0.3], [0.0, -0.1, -0.2], [0.0, 0.0, 0.0], [-0.1, 0.0, 0.0], [0.1, -0.1, 0.0], [0.2, -0.3, -0.6], [0.0, 0.0, 0.0], [0.0, 0.0, 0.1], [0.0, 0.1, 0.0], [0.0, 0.1, 0.0], [0.0, -0.2, 0.0], [-0.1, 0.2, 0.0], [-0.1, 0.0, -0.2], [0.2, 0.1, 0.3], [-0.1, -0.2, -0.2], [0.0, 0.1, -0.1], [0.0, 0.0, 0.0], [0.1, 0.0, 0.0], [0.0, 0.1, 0.1], [0.0, 0.0, 0.0], [-0.1, -0.1, 0.0], [0.0, 0.1, 0.1], [0.0, 0.1, 0.0], [0.1, -0.1, 0.0], [-0.1, 0.0, 0.0], [0.0, 0.0, 0.0], [-0.1, 0.0, 0.0], [0.0, 0.0, 0.0], [0.1, -0.1, 0.0], [0.1, 0.0, 0.0], [0.1, 0.1, 0.1], [-0.1, -0.1, 0.0], [0.0, -0.1, 0.0], [-0.2, 0.2, -0.1], [0.0, 0.0, 0.1], [0.0, -0.1, 0.0], [0.1, 0.0, 0.0], [0.2, 0.4, 0.1], [-0.1, 0.1, 0.0], [0.0, 0.0, 0.0], [0.2, 0.0, 0.0], [0.1, 0.0, 0.0], [0.0, 0.1, 0.0], [-0.1, -0.1, 0.0], [0.1, 0.0, 0.0], [0.0, 0.1, 0.0], [0.1, 0.0, -0.1], [0.0, -0.1, 0.0], [-0.1, -0.1, 0.0], [-0.1, 0.0, 0.0]],
  "e_tot_ha": -4063.7678,
  "multiplicity": 1,
  "homo_lumo_gap_ev": 7.780,
  "relative_energy_kcal_mol": 86.3,
  "e_homo_ev": -8.02
}